(1)
Density functional theory data (the ωB97M-V functional and the def2-TZVPD basis) for a structure of composition C14H19Cl5MoN4O4S3.

Each line ends with the Löwdin spin population.
Positions of all 50 atoms, in Å:
Mo: -1.180 0.560 2.472  1.778
Cl: -2.621 1.307 4.862  0.023
C: -3.264 -0.329 5.203  0.004
Cl: -2.265 -1.540 4.356  0.034
H: -4.270 -0.384 4.824  0.000
H: -3.212 -0.503 6.262  0.000
N: 0.358 0.314 4.205  0.018
H: 0.601 -0.648 4.382  0.002
H: 0.060 0.719 5.082  0.001
H: 1.219 0.787 3.956  0.003
C: -0.690 -3.969 -2.144  0.000
C: -1.471 -2.672 -2.350  0.000
C: -1.417 -1.744 -1.146  0.000
N: -0.032 -1.222 -0.981  -0.002
C: 0.613 -0.980 0.117  0.010
S: -0.078 -1.420 1.698  0.003
N: 1.840 -0.423 0.139  0.002
C: 2.377 0.568 -0.816  0.000
O: 2.668 1.628 -0.343  0.000
C: 2.524 0.148 -2.221  0.000
C: 2.702 1.139 -3.186  0.000
C: 2.893 0.779 -4.509  0.000
C: 2.909 -0.565 -4.866  0.000
C: 2.751 -1.556 -3.902  0.000
C: 2.565 -1.200 -2.577  0.000
H: -0.797 -4.626 -3.007  0.000
H: -1.057 -4.512 -1.267  0.000
H: 0.381 -3.783 -2.003  0.000
H: -2.522 -2.889 -2.545  0.000
H: -1.094 -2.136 -3.230  0.000
H: -1.693 -2.272 -0.241  0.000
H: -2.082 -0.898 -1.278  0.000
H: 0.428 -0.953 -1.841  0.000
H: 2.202 -0.262 1.059  0.000
H: 2.687 2.180 -2.885  0.000
H: 3.043 1.545 -5.262  0.000
H: 3.061 -0.846 -5.902  0.000
H: 2.794 -2.602 -4.183  0.000
H: 2.509 -1.973 -1.814  0.000
O: -2.514 3.033 0.537  0.005
S: -2.404 1.667 0.118  0.022
O: -1.008 1.075 0.464  0.039
O: -2.830 1.281 -1.178  0.016
S: -3.330 0.511 1.631  -0.051
Cl: 0.115 5.304 0.624  0.005
C: -0.164 5.037 2.315  0.002
Cl: -1.571 5.870 2.897  0.005
Cl: 1.258 5.402 3.268  0.005
C: -0.414 3.579 2.519  0.063
N: -0.578 2.474 2.689  0.011

- LUMO energy (alpha / beta): -0.2982 / -0.2949 Eh
- Energy: -125935.8558 eV
- Net charge: +2
- Spin multiplicity: 3
- Orbital gap (alpha / beta): 6.637 / 6.727 eV

(2)
Density functional theory data (the ωB97M-V functional and the def2-TZVPD basis) for a cluster of 2 separate species, C14H19ClN2O2 in total.

Each line ends with the Mulliken charge.
Positions of all 38 atoms, in Å:
C: -2.307 0.772 1.921  -0.814
N: -1.035 0.055 1.878  0.148
C: -1.029 -1.393 1.757  -0.953
C: 0.173 0.739 1.832  -0.034
Cl: 1.615 -0.079 1.335  -0.047
H: -3.141 0.073 1.959  0.293
H: -2.345 1.408 2.802  0.353
H: -2.411 1.399 1.038  0.346
H: -2.040 -1.797 1.801  0.313
H: -0.568 -1.682 0.814  0.374
H: -0.440 -1.818 2.567  0.359
H: 0.220 1.778 2.082  0.445
C: 5.883 0.419 3.123  -1.215
C: 4.899 0.891 4.165  -0.201
O: 3.546 0.627 3.795  -0.260
C: 2.579 1.184 4.676  0.170
C: 2.343 0.473 5.910  -0.218
N: 1.523 0.893 6.834  -0.243
C: 1.228 0.117 7.863  -0.610
C: 0.396 0.488 8.944  0.869
C: 0.027 -0.479 9.895  -0.617
C: -0.774 -0.143 10.956  -0.450
C: -1.220 1.157 11.111  -0.449
C: -0.867 2.124 10.185  -0.387
C: -0.078 1.802 9.108  -0.460
O: 1.960 2.218 4.448  -0.662
H: 6.912 0.636 3.415  0.371
H: 5.794 -0.655 2.964  0.302
H: 5.693 0.897 2.162  0.284
H: 5.085 0.414 5.134  0.300
H: 4.976 1.973 4.317  0.296
H: 2.850 -0.463 6.062  0.314
H: 1.618 -0.888 7.857  0.223
H: 0.376 -1.491 9.770  0.316
H: -1.058 -0.898 11.668  0.370
H: -1.846 1.414 11.951  0.357
H: -1.215 3.134 10.313  0.368
H: 0.197 2.549 8.382  0.447

- LUMO energy: -0.0804 Eh
- Energy: -34419.0745 eV
- Orbital gap: 2.857 eV

Number 1: largest force on an atom 2.523 eV/A. Number 2: largest force on an atom 4.113 eV/A.